Entry 1:
The following is a quantum chemistry calculation of 3 unconnected molecules or ions with the total composition C22H50N3O8S, from OMol25.

Each atom is followed by the atoms it is bonded to, with distances in Å.
Positions of all 84 atoms, in Å:
1 C 1.01989 -6.16001 -0.63556  C2 1.515, H17 1.081, H18 1.086, H19 1.083
2 C -0.24262 -5.32956 -0.52117  C1 1.515, O3 1.413, H20 1.094, H21 1.093
3 O -0.40032 -4.87933 0.80930  C2 1.413, C4 1.400
4 C -1.21903 -3.75680 0.97739  O3 1.400, C5 1.520, H22 1.087, H23 1.091
5 C -2.54409 -3.86882 0.24170  C4 1.520, O6 1.441, H24 1.089, H25 1.084
6 O -3.40890 -2.80957 0.69774  C5 1.441, C7 1.356
7 C -4.61505 -3.19380 1.18444  O6 1.356, S8 1.883, H26 1.090, H27 1.083
8 S -5.85493 -3.76472 -0.11238  C7 1.883, C9 1.794, C12 1.796
9 C -5.25091 -3.07258 -1.65389  S8 1.794, C10 1.526, H28 1.088, H29 1.085
10 C -6.43654 -2.61664 -2.50022  C9 1.526, O11 1.211, H30 1.099
11 O -7.42604 -3.29964 -2.64358  C10 1.211
12 C -5.73008 -5.55372 -0.20823  S8 1.796, C13 1.531, H31 1.086, H32 1.088
13 C -6.78851 -6.14583 -1.14247  C12 1.531, C14 1.534, H33 1.080, H34 1.085
14 C -6.54620 -7.66059 -1.14545  C13 1.534, N15 1.410, O16 1.217
15 N -5.77141 -8.22635 -2.17811  C14 1.410, H35 1.009, H36 1.010
16 O -7.00373 -8.32388 -0.23328  C14 1.217
17 H 1.13523 -6.82545 0.20880  C1 1.081
18 H 0.94413 -6.74703 -1.54621  C1 1.086
19 H 1.87474 -5.50538 -0.74883  C1 1.083
20 H -1.09636 -5.92463 -0.85775  C2 1.094
21 H -0.15098 -4.47400 -1.19577  C2 1.093
22 H -1.48300 -3.73465 2.03206  C4 1.087
23 H -0.70762 -2.81879 0.75621  C4 1.091
24 H -2.97270 -4.83154 0.51447  C5 1.089
25 H -2.44242 -3.77308 -0.83355  C5 1.084
26 H -4.58169 -4.01227 1.90337  C7 1.090
27 H -5.10163 -2.32498 1.61102  C7 1.083
28 H -4.63176 -2.22087 -1.37981  C9 1.088
29 H -4.63168 -3.78001 -2.19558  C9 1.085
30 H -6.33673 -1.63150 -2.97657  C10 1.099
31 H -4.73936 -5.89238 -0.49736  C12 1.086
32 H -5.91442 -5.89938 0.80635  C12 1.088
33 H -7.78671 -5.95073 -0.77885  C13 1.080
34 H -6.64653 -5.74042 -2.13923  C13 1.085
35 H -5.15482 -7.55754 -2.61479  N15 1.009
36 H -6.33899 -8.67754 -2.88177  N15 1.010
37 C -0.02284 0.14603 -0.92399  O38 1.414, H46 1.091, H47 1.095, H48 1.094
38 O 0.75943 -0.13494 0.21937  C37 1.414, C39 1.428
39 C 1.99864 0.57362 0.25663  O38 1.428, C40 1.513, H49 1.094, H50 1.093
40 C 1.99395 1.63722 1.33235  C39 1.513, N41 1.457, H51 1.094, H52 1.098
41 N 1.08852 2.72843 0.99660  C40 1.457, C42 1.462, H53 1.010
42 C 0.85657 3.68329 2.07888  N41 1.462, C43 1.524, H54 1.093, H55 1.095
43 C 0.20713 3.18124 3.36347  C42 1.524, O44 1.417, H56 1.092, H57 1.096
44 O -1.14687 2.78738 3.22256  C43 1.417, C45 1.411
45 C -1.35323 1.46789 2.76857  O44 1.411, H58 1.093, H59 1.095, H60 1.091
46 H -0.83474 -0.58225 -0.95321  C37 1.091
47 H -0.45994 1.14890 -0.87958  C37 1.095
48 H 0.56307 0.05147 -1.84251  C37 1.094
49 H 2.22330 1.00558 -0.72265  C39 1.094
50 H 2.77909 -0.15422 0.49134  C39 1.093
51 H 3.00707 2.03746 1.43589  C40 1.094
52 H 1.72893 1.14727 2.27872  C40 1.098
53 H 0.19914 2.34638 0.70722  N41 1.010
54 H 0.21914 4.47451 1.67683  C42 1.093
55 H 1.81372 4.14841 2.33562  C42 1.095
56 H 0.19708 4.01709 4.06596  C43 1.092
57 H 0.78536 2.38126 3.84081  C43 1.096
58 H -0.57260 0.78876 3.12219  C45 1.093
59 H -1.41159 1.41681 1.67642  C45 1.095
60 H -2.31183 1.13156 3.16706  C45 1.091
61 C 5.30148 3.24623 -2.06618  O62 1.412, H70 1.088, H71 1.096, H72 1.095
62 O 4.38851 4.32077 -2.13991  C61 1.412, C63 1.423
63 C 3.42762 4.35501 -1.09061  O62 1.423, C64 1.512, H73 1.093, H74 1.093
64 C 3.67288 5.50629 -0.14139  C63 1.512, N65 1.457, H75 1.094, H76 1.098
65 N 4.87016 5.28925 0.66072  C64 1.457, C66 1.461, H77 1.011
66 C 5.30143 6.44447 1.44494  N65 1.461, C67 1.525, H78 1.092, H79 1.095
67 C 5.70463 7.71654 0.70645  C66 1.525, O68 1.413, H80 1.093, H81 1.097
68 O 6.89672 7.60508 -0.04403  C67 1.413, C69 1.415
69 C 6.75557 7.06463 -1.34374  O68 1.415, H82 1.093, H83 1.094, H84 1.090
70 H 5.85441 3.22366 -3.00351  C61 1.088
71 H 6.01722 3.36563 -1.24537  C61 1.096
72 H 4.78069 2.29056 -1.94494  C61 1.095
73 H 3.40173 3.40568 -0.54906  C63 1.093
74 H 2.45058 4.49608 -1.55943  C63 1.093
75 H 2.81241 5.59470 0.52902  C64 1.094
76 H 3.72791 6.42357 -0.74238  C64 1.098
77 H 5.62812 5.00988 0.05327  N65 1.011
78 H 6.16017 6.12611 2.04033  C66 1.092
79 H 4.50321 6.69543 2.15110  C66 1.095
80 H 5.90676 8.47614 1.46542  C67 1.093
81 H 4.89564 8.11114 0.07958  C67 1.097
82 H 5.79740 7.33551 -1.79443  C69 1.093
83 H 6.86397 5.97614 -1.34504  C69 1.094
84 H 7.55603 7.47633 -1.95788  C69 1.090

**Charge**: +1
**HOMO-LUMO gap**: 0.2283 hartree
**HOMO energy**: -9.8 eV

Here are the Löwdin charges for atoms 1 to 2, given in e: -0.054 -0.290

Entry 2:
The following is a quantum chemistry calculation of 2 unconnected molecules or ions with the total composition C3H5Cl3N3, from OMol25.

Each atom is followed by the atoms it is bonded to, with distances in Å.
Positions of all 14 atoms, in Å:
1 C -0.95934 -1.27730 0.13273  C2 1.511, N4 1.226, H10 1.100
2 C -0.71652 0.12513 -0.37556  C1 1.511, N6 1.341, H11 1.124, H12 1.163
3 C 1.12469 -1.49276 1.08875  N4 1.403, N5 1.281, Cl7 1.666
4 N -0.15879 -1.95668 0.76475  C1 1.226, C3 1.403
5 N 1.26883 -0.30557 1.54833  C3 1.281, H13 1.000
6 N 0.00406 1.00068 0.34018  C2 1.341, Cl9 1.657
7 Cl 2.32548 -2.44890 0.44045  C3 1.666
8 Cl 2.90773 1.91937 -0.21874  H14 1.296
9 Cl -0.76581 2.07175 1.34322  N6 1.657
10 H -1.88310 -1.81279 -0.13131  C1 1.100
11 H -0.06844 -0.16211 -1.24793  C2 1.124
12 H -1.72234 0.60666 -0.70646  C2 1.163
13 H 2.18779 0.07778 1.63965  N5 1.000
14 H 3.89855 1.95694 0.61647  Cl8 1.296

**Charge**: +1
**HOMO-LUMO gap (spin up / spin down)**: 0.2774 / 0.2774 hartree
**Energy relative to the best compared isomer or geometry (same formula, charge and spin)**: 60.8 kcal/mol
**HOMO energy (spin up / spin down)**: -14.9 / -14.9 eV

Here are the Löwdin charges for atoms 1 to 2, given in e: -0.092 -0.288

Number 1: energy -55298.733 eV, molar mass 516.7 g/mol. Number 2: energy -45217.487 eV, molar mass 189.5 g/mol.